# C26H74N9O13P3S3V

C26H74N9O13P3S3V as an isolated structure at a distorted geometry (ωB97M-V with the def2-TZVPD basis set, the Open Molecules 2025 dataset).

The geometry in XYZ format:
```
129
Properties=species:S:1:pos:R:3:lowdin_charge:R:1
V -18.9848 7.9352 -10.3561 1.172
S -16.1601 12.8200 -6.3298 0.847
S -17.1108 5.1126 -11.4638 0.937
S -14.6764 12.7419 -10.1081 0.802
P -15.9808 7.1808 -2.1860 0.480
P -21.6692 13.9550 -7.9279 0.478
P -10.8270 7.9002 -5.3766 0.480
O -22.1025 8.1133 -7.6652 0.099
O -14.2917 13.6275 -11.2394 -0.539
O -19.0805 8.7783 -11.6343 -0.225
O -22.5791 14.8899 -7.2553 -0.270
O -14.7648 6.5634 -2.7556 -0.279
O -10.5642 6.6876 -6.1622 -0.281
O -20.4420 8.5439 -9.1150 -0.167
O -17.8480 6.4151 -11.2739 -0.634
O -16.7603 8.3930 -10.0093 -0.053
O -15.8755 9.2721 -8.1698 0.090
O -15.9680 11.3815 -6.6826 -0.546
O -20.1810 9.0630 -6.9531 0.063
O -18.0182 9.6599 -8.7241 -0.032
N -17.2861 6.1941 -2.3916 -0.301
N -20.5941 13.2640 -6.8681 -0.279
N -16.3178 8.6595 -2.8263 -0.280
N -15.7681 7.3443 -0.5431 -0.294
N -9.3641 8.6121 -4.9839 -0.305
N -22.3076 12.6007 -8.6400 -0.305
N -11.5985 7.6575 -3.9354 -0.281
N -11.6663 9.1583 -6.0625 -0.288
N -20.8077 14.6673 -9.1608 -0.314
C -16.0071 8.9291 -4.2177 -0.107
C -14.0747 11.0991 -10.5433 -0.232
C -15.6139 5.3503 -10.5221 -0.232
C -22.5778 12.4811 -10.0687 -0.093
C -18.6548 6.6760 -2.4398 -0.107
C -9.2511 9.6773 -3.9981 -0.106
C -8.2286 8.4141 -5.8758 -0.120
C -11.1803 6.5206 -3.1269 -0.104
C -16.4512 5.2578 -13.1266 -0.222
C -13.1145 9.1818 -6.1280 -0.114
C -14.4690 7.7734 -0.0438 -0.101
C -14.6209 13.7055 -6.6130 -0.252
C -16.4178 12.4371 -10.3529 -0.244
C -16.8549 7.6351 0.3605 -0.131
C -20.2073 14.0649 -5.6978 -0.089
C -12.2862 8.7137 -3.1895 -0.105
C -21.0057 8.5321 -7.9197 -0.715
C -16.8463 9.7725 -2.0428 -0.084
C -16.9147 9.1349 -8.9929 -0.773
C -15.9936 12.7826 -4.5349 -0.241
C -19.5881 14.0621 -9.6596 -0.132
C -20.9504 16.1029 -9.4078 -0.098
C -23.2463 11.8502 -7.8128 -0.106
C -10.9842 10.0232 -7.0180 -0.099
C -17.1007 4.7582 -2.4045 -0.106
C -19.8143 12.0892 -7.1180 -0.134
H -20.1406 15.1192 -5.9734 0.075
H -16.8958 9.2248 -4.7830 0.090
H -18.7447 7.6897 -2.0624 0.053
H -13.6796 7.1935 -0.5125 0.067
H -14.4167 7.6915 1.0410 0.082
H -13.4936 8.1795 -5.9202 0.091
H -16.1878 9.9026 -7.4813 0.057
H -13.6106 9.8960 -5.4645 0.054
H -12.9897 11.1923 -10.5090 0.048
H -22.0024 16.3658 -9.3854 0.077
H -13.3383 8.7034 -3.4713 0.043
H -12.0418 6.1437 -2.5765 0.070
H -15.8257 6.1533 -13.1141 0.069
H -22.8651 11.7972 -6.7921 0.083
H -24.2444 12.3034 -7.7684 0.085
H -15.2411 6.3448 -10.7676 0.062
H -18.9488 12.2657 -7.7665 0.053
H -13.8294 13.1175 -6.1419 0.058
H -8.2729 10.1420 -4.0600 0.077
H -16.7391 7.0735 1.2962 0.085
H -20.3383 16.6820 -8.7058 0.081
H -11.9143 9.6927 -3.4986 0.060
H -14.3382 8.8418 -0.2768 0.078
H -10.0368 10.4219 -4.1645 0.063
H -17.1260 4.3676 -3.4289 0.085
H -14.3561 10.9207 -11.5822 0.062
H -10.3267 6.7748 -2.4839 0.080
H -16.2242 10.0867 -1.2062 0.076
H -21.7888 13.0258 -10.5798 0.057
H -16.0188 13.7765 -4.0921 0.063
H -23.4884 13.0349 -10.3416 0.086
H -10.1312 10.5529 -6.5937 0.070
H -17.1525 10.5544 -2.7329 0.065
H -14.4236 13.8562 -7.6718 0.002
H -13.4796 9.4688 -7.1176 0.072
H -16.6038 12.1387 -11.3884 0.072
H -15.5610 8.0680 -4.7118 0.079
H -17.8331 7.4061 -0.0528 0.065
H -15.0221 12.3188 -4.3632 0.054
H -15.8662 4.3918 -13.4157 0.066
H -17.3153 5.4852 -13.7459 0.062
H -15.8597 5.3095 -9.4633 0.066
H -16.8665 8.6801 0.7132 0.080
H -20.9433 13.9627 -4.8973 0.082
H -19.2395 13.7302 -5.3265 0.058
H -9.4004 9.2460 -3.0044 0.076
H -18.7695 14.2187 -8.9471 0.076
H -19.4773 9.3773 -7.5610 0.053
H -17.8162 9.4892 -1.6087 0.066
H -10.7058 9.4481 -7.9081 0.090
H -20.3978 11.2884 -7.5624 0.062
H -19.4197 11.5715 -6.2380 0.089
H -17.8754 4.2543 -1.8208 0.079
H -14.6772 14.6538 -6.0762 0.062
H -15.2470 9.7108 -4.2591 0.052
H -16.1273 4.4781 -2.0065 0.076
H -10.8218 5.7221 -3.7782 0.076
H -8.3159 9.0094 -6.7997 0.069
H -16.9242 13.3952 -10.2416 0.034
H -19.0546 6.6728 -3.4627 0.087
H -16.8761 11.6930 -9.6986 0.040
H -19.3171 14.5306 -10.6080 0.086
H -22.6982 11.4359 -10.3376 0.084
H -19.3011 5.9928 -1.8811 0.083
H -14.4552 10.3147 -9.8969 0.033
H -11.6622 10.8078 -7.3595 0.076
H -20.5380 16.3347 -10.3933 0.075
H -8.0646 7.3747 -6.1424 0.074
H -19.7408 13.0009 -9.8596 0.078
H -16.8021 12.1596 -4.1681 0.030
H -7.3266 8.8260 -5.4169 0.073
H -14.8674 4.5869 -10.7390 0.069
H -12.1175 8.5822 -2.1242 0.082
H -23.3684 10.8365 -8.1982 0.079
```

Properties
**Orbital gap (alpha / beta)**: 0.2632 / 0.2689 Ha
**2S+1**: 2
**ΔE to the lowest compared entry with this formula, charge and spin**: 0.0 kcal per mole
**E**: -154254.941 eV

=====

# H12O5S2

A 6-piece molecular cluster, H12O5S2 overall at a distorted geometry (ωB97M-V with the def2-TZVPD basis set, the Open Molecules 2025 dataset).

The geometry in XYZ format:
```
19
Properties=species:S:1:pos:R:3:lowdin_charge:R:1
S 3.0783 -1.9652 -0.9918 0.286
S 1.6720 -3.4971 -0.5099 0.253
O -1.7405 0.0960 -1.2050 -0.089
O -2.2571 2.9778 2.2267 -0.080
O 0.5182 -0.1261 -2.2582 -0.086
O 1.5714 0.6521 0.1348 -0.069
O -1.3656 0.2867 1.7866 -0.060
H 0.6852 -3.2081 -1.4115 -0.195
H 1.2379 0.4313 1.0167 0.061
H -2.1534 -0.2038 2.0455 0.057
H 1.0117 -0.9539 -2.1841 -0.023
H -1.6493 3.5856 2.6386 0.015
H -1.2672 0.1610 0.8362 0.006
H 3.6815 -2.1554 0.1720 -0.205
H -1.0936 -0.2463 -1.8829 0.013
H 1.8474 1.5615 0.2295 0.062
H -2.6154 0.1751 -1.5850 0.036
H -1.9693 2.0573 2.4099 0.001
H 0.8079 0.3713 -1.4684 0.015
```

Properties
**Orbital gap**: 0.3223 Ha
**ΔE to the lowest compared entry with this formula, charge and spin**: 18.3 kcal per mole
**E**: -32102.581 eV
**SMILES string**: SS.O.O.O.O.O

=====

# C3H5N3Se

One molecule with the formula C3H5N3Se at a distorted geometry (ωB97M-V with the def2-TZVPD basis set, the Open Molecules 2025 dataset).

The geometry in XYZ format:
```
12
Properties=species:S:1:pos:R:3:lowdin_charge:R:1
Se -3.8846 0.1929 -0.0199 0.878
N -1.7099 -1.6424 0.0687 -0.020
N -0.9008 0.4642 -0.0602 0.117
N -0.3783 -1.6795 0.1770 0.042
C 1.4978 -0.1648 -0.0892 -0.048
C 0.0827 -0.4892 0.0447 -0.462
C -2.0956 -0.3949 -0.0795 -0.704
H -4.2331 -0.8429 0.7608 -0.225
H 2.1186 0.0688 0.7855 0.073
H 2.1116 -0.9682 -0.5426 0.083
H 1.6710 0.7179 -0.8375 0.111
H -0.9335 1.4799 0.1016 0.155
```

Properties
**Orbital gap**: 0.3450 Ha
**ΔE to the lowest compared entry with this formula, charge and spin**: 11.0 kcal per mole
**E**: -73007.137 eV
**SMILES string**: Cc1nnc([SeH])[nH]1

=====

# C2H6NO2P

One molecule with the formula C2H6NO2P at a distorted geometry (ωB97M-V with the def2-TZVPD basis set, the Open Molecules 2025 dataset).

The geometry in XYZ format:
```
12
Properties=species:S:1:pos:R:3:lowdin_charge:R:1
P -0.8022 -1.5346 0.2294 0.858
O 2.1674 -1.3723 -0.1227 0.076
O 2.1183 0.7870 0.6109 0.074
N -0.4312 1.1593 -0.1042 0.001
C 0.2460 -0.0848 -0.4971 -0.558
C 1.5741 -0.3419 0.0553 -0.617
H -1.1903 1.2180 -0.6643 0.023
H -0.0290 -2.5991 -0.5477 -0.038
H -0.5971 1.1003 0.8860 0.069
H -1.7564 -1.2933 -0.7059 -0.151
H 0.2821 -0.0246 -1.6063 0.143
H 1.5413 1.6045 0.5318 0.121
```

Properties
**Orbital gap**: 0.3814 Ha
**ΔE to the lowest compared entry with this formula, charge and spin**: 37.3 kcal per mole
**E**: -17044.151 eV
**SMILES string**: N[C@H](P)C(=O)O

=====

# C3H2ClN

A 2-piece molecular cluster, C3H2ClN overall at a distorted geometry (ωB97M-V with the def2-TZVPD basis set, the Open Molecules 2025 dataset).

The geometry in XYZ format:
```
7
Properties=species:S:1:pos:R:3:lowdin_charge:R:1
Cl 3.2408 0.5244 0.0663 -0.092
N 0.3480 -1.3137 -0.0748 0.120
C -1.0037 -0.5617 -0.0704 -0.036
C -0.5539 0.6709 0.1665 0.031
C 0.7493 -0.1398 0.1771 -0.192
H -0.9341 1.6616 0.2472 0.096
H -1.8465 -0.8418 -0.5119 0.074
```

Properties
**Orbital gap (alpha / beta)**: 0.2985 / 0.2986 Ha
**ΔE to the lowest compared entry with this formula, charge and spin**: 128.3 kcal per mole
**E**: -17149.278 eV